Entry 1:
{
  "formula": "C22H27N3O8",
  "method": "wB97M-V/def2-TZVPD",
  "total_charge": 0,
  "energy_ha": -1620.6606,
  "smiles": "O=C(O)c1cc(O)cc(Oc2cccc([N+](=O)[O-])c2)c1.CNC(=O)[C@H](CC(C)C)NC(C)=O",
  "orbital_gap_ev": 8.22,
  "largest_force_ha_per_bohr": 0.0705,
  "homo_energy_ev": -9.3,
  "elements": ["O", "C", "O", "C", "C", "C", "O", "C", "C", "O", "C", "C", "C", "C", "C", "N", "O", "O", "C", "C", "H", "H", "H", "H", "H", "H", "H", "H", "H", "C", "N", "C", "O", "C", "C", "C", "C", "C", "N", "C", "C", "O", "H", "H", "H", "H", "H", "H", "H", "H", "H", "H", "H", "H", "H", "H", "H", "H", "H", "H"],
  "xyz": [[-1.3336, 4.8672, 0.4621], [-1.0555, 5.3827, -0.6090], [-0.9126, 6.7183, -0.7621], [-0.8578, 4.5165, -1.7876], [-1.0954, 4.9946, -3.0883], [-0.9373, 4.1575, -4.1932], [-1.1987, 4.6168, -5.4519], [-0.5148, 2.8410, -4.0109], [-0.2341, 2.3385, -2.7361], [0.1627, 1.0241, -2.6332], [1.3001, 0.7468, -1.9119], [1.2990, 0.6869, -0.5138], [2.4526, 0.3380, 0.1905], [3.6193, 0.0117, -0.5038], [3.6573, 0.0356, -1.9139], [4.8335, -0.3171, -2.6183], [4.9317, 0.0291, -3.8024], [5.7015, -0.9651, -2.0177], [2.4768, 0.4152, -2.5950], [-0.4314, 3.1855, -1.6330], [-1.0741, 7.0854, 0.1201], [-1.4201, 6.0215, -3.2263], [-1.4790, 5.5452, -5.4214], [-0.4003, 2.1995, -4.8774], [0.3911, 0.9086, 0.0292], [2.4441, 0.3144, 1.2769], [4.5053, -0.2611, 0.0644], [2.4495, 0.4401, -3.6804], [-0.2679, 2.8232, -0.6270], [2.0176, -3.7278, 1.7370], [1.3033, -3.6182, 3.0105], [0.1688, -2.9606, 3.2779], [-0.2158, -2.9323, 4.4388], [-0.6299, -2.2601, 2.1447], [-1.9546, -1.5745, 2.5839], [-2.2953, -0.2418, 1.8869], [-1.3672, 0.8814, 2.3587], [-2.2718, -0.3205, 0.3584], [-0.8733, -3.1039, 0.9599], [-1.3744, -4.3392, 0.8892], [-1.7845, -5.0996, 2.1370], [-1.4990, -4.8723, -0.2013], [2.0214, -2.7716, 1.2119], [3.0508, -4.0271, 1.9194], [1.5451, -4.4832, 1.1059], [1.7171, -4.0642, 3.8157], [0.0427, -1.4709, 1.8166], [-1.9238, -1.3665, 3.6534], [-2.7877, -2.2594, 2.4267], [-3.3085, 0.0312, 2.1830], [-1.4835, 1.0146, 3.4349], [-0.3271, 0.6494, 2.1470], [-1.6410, 1.8159, 1.8663], [-2.9609, -1.0982, 0.0270], [-1.2764, -0.5534, -0.0087], [-2.5942, 0.6324, -0.0627], [-0.6574, -2.7048, 0.0602], [-2.3901, -5.9543, 1.8401], [-2.3654, -4.4642, 2.8007], [-0.8965, -5.4569, 2.6524]],
  "mulliken_charge": [-0.57, 0.22, -0.47, -0.70, -0.39, 0.69, -0.55, -0.49, 0.46, -0.45, 0.10, 0.51, -1.01, -0.53, -0.26, 0.91, -0.56, -0.56, -0.03, -0.02, 0.35, 0.35, 0.30, 0.50, 0.10, 0.51, 0.45, 0.50, 0.56, -0.66, -0.06, -0.11, -0.72, 0.55, -1.07, 0.69, -1.51, -1.28, 0.29, 0.68, -1.00, -0.69, 0.13, 0.36, 0.23, 0.29, -0.24, 0.42, 0.36, 0.38, 0.43, 0.19, 0.48, 0.40, -0.08, 0.52, 0.17, 0.35, 0.34, 0.24]
}



Entry 2:
{
  "formula": "C22H27N3O8S",
  "method": "wB97M-V/def2-TZVPD",
  "total_charge": 0,
  "energy_ha": -2018.9883,
  "smiles": "O=C(COC(=O)CN1C(=O)[C@H]2CCCC[C@H]2C1=O)Nc1ccc(S(=O)(=O)N2CCOCC2)cc1",
  "orbital_gap_ev": 9.12,
  "largest_force_ha_per_bohr": 0.0204,
  "homo_energy_ev": -8.7,
  "relative_energy_kj_mol": 8.2,
  "elements": ["O", "C", "C", "O", "C", "O", "C", "N", "C", "O", "C", "C", "C", "C", "C", "C", "C", "O", "N", "C", "C", "C", "C", "S", "O", "O", "N", "C", "C", "O", "C", "C", "C", "C", "H", "H", "H", "H", "H", "H", "H", "H", "H", "H", "H", "H", "H", "H", "H", "H", "H", "H", "H", "H", "H", "H", "H", "H", "H", "H", "H"],
  "xyz": [[0.1092, -4.8573, 0.0672], [0.8975, -3.9406, 0.0481], [2.3927, -4.2122, 0.2723], [3.2357, -3.3117, -0.4374], [4.0241, -2.5031, 0.2671], [4.0896, -2.4653, 1.4644], [4.8318, -1.6023, -0.6621], [4.7106, -0.2411, -0.1952], [5.7845, 0.6242, -0.0207], [6.9284, 0.3239, -0.2122], [5.1848, 1.9684, 0.3340], [5.1004, 2.7541, -0.9895], [4.0820, 3.8845, -0.9090], [2.7017, 3.3080, -0.6154], [2.7017, 2.6481, 0.7583], [3.8047, 1.6006, 0.8924], [3.5127, 0.2755, 0.2306], [2.4550, -0.2992, 0.1183], [0.5998, -2.6321, -0.1277], [-0.6518, -2.0583, -0.3530], [-1.8182, -2.8103, -0.4994], [-3.0212, -2.1679, -0.7267], [-3.0637, -0.7893, -0.8056], [-4.6366, 0.0080, -1.0781], [-5.3113, -0.6082, -2.1821], [-4.4261, 1.4315, -1.1239], [-5.4370, -0.4710, 0.3227], [-5.0763, 0.2978, 1.4970], [-5.8949, 1.5907, 1.5849], [-7.2787, 1.3190, 1.5225], [-7.6125, 0.6600, 0.3194], [-6.8684, -0.6719, 0.2026], [-1.9155, -0.0326, -0.6636], [-0.7089, -0.6651, -0.4391], [2.6094, -5.2258, -0.0739], [2.6053, -4.1425, 1.3468], [5.8926, -1.8673, -0.6184], [4.4609, -1.7040, -1.6859], [5.8012, 2.5138, 1.0490], [6.0917, 3.1382, -1.2319], [4.8017, 2.0763, -1.7941], [4.0713, 4.4242, -1.8567], [4.3634, 4.5867, -0.1222], [1.9491, 4.0969, -0.6368], [2.4404, 2.5743, -1.3811], [1.7416, 2.1648, 0.9486], [2.8516, 3.4147, 1.5211], [3.9097, 1.3521, 1.9574], [1.3567, -1.9552, -0.0783], [-1.7728, -3.8843, -0.4338], [-3.9357, -2.7245, -0.8506], [-4.0114, 0.5244, 1.4332], [-5.2643, -0.3271, 2.3764], [-5.7268, 2.0929, 2.5393], [-5.6019, 2.2516, 0.7577], [-8.6924, 0.5059, 0.3466], [-7.3484, 1.2920, -0.5418], [-7.0483, -1.1306, -0.7689], [-7.1805, -1.3513, 1.0023], [-1.9883, 1.0411, -0.7384], [0.1983, -0.0922, -0.3265]],
  "mulliken_charge": [-0.66, 0.63, -0.54, -0.36, 0.64, -0.60, -0.60, 0.21, 0.25, -0.63, 0.10, -0.81, -0.80, -0.52, -1.11, 0.45, -0.44, -0.69, 0.01, 0.85, -0.69, -0.67, -0.39, 1.45, -0.78, -0.68, 0.01, -0.68, -0.51, -0.42, -0.43, -0.74, -0.43, -0.76, 0.36, 0.30, 0.41, 0.27, 0.54, 0.33, 0.32, 0.40, 0.37, 0.38, 0.25, 0.34, 0.48, 0.35, 0.23, 0.52, 0.45, 0.35, 0.37, 0.38, 0.34, 0.38, 0.31, 0.44, 0.34, 0.54, 0.58]
}



Entry 3:
{
  "formula": "C22H27N3OS",
  "method": "wB97M-V/def2-TZVPD",
  "total_charge": 0,
  "energy_ha": -1491.5339,
  "orbital_gap_ev": 6.19,
  "largest_force_ha_per_bohr": 0.3681,
  "homo_energy_ev": -7.3,
  "relative_energy_kj_mol": 1889.3,
  "elements": ["C", "C", "C", "C", "N", "C", "H", "H", "H", "C", "C", "C", "N", "C", "O", "C", "C", "C", "N", "C", "C", "C", "C", "C", "C", "H", "H", "H", "H", "C", "C", "C", "C", "S", "H", "H", "H", "H", "H", "H", "H", "H", "H", "H", "H", "H", "H", "H", "H", "H", "H", "H", "H", "H"],
  "xyz": [[-2.5935, 1.4537, -3.6061], [-1.5417, 0.3441, -4.0718], [-0.3308, 0.2073, -3.0397], [-0.6878, -0.0071, -1.5968], [-1.1234, -1.2311, -1.4659], [-0.3687, -2.2822, -1.8280], [0.6029, -2.0030, -1.5559], [-0.4569, -3.3430, -1.4406], [-0.3641, -2.4876, -2.9638], [-2.6079, -1.5621, -1.4262], [-3.2593, -1.0872, -0.0723], [-2.8267, -1.6140, 1.1610], [-1.6212, -1.2542, 1.2434], [-1.1750, -0.6399, 2.4698], [-1.7869, -0.1463, 3.2288], [0.1966, -0.0832, 2.3474], [0.4321, 1.2732, 2.3027], [1.8101, 1.6933, 2.1161], [2.8554, 0.6592, 1.6126], [2.5215, -0.5171, 1.6983], [3.7032, -1.3264, 1.1297], [3.4231, -2.6961, 1.3103], [2.1932, -3.3449, 1.5223], [1.0719, -2.4553, 1.9882], [1.5349, -1.2029, 1.7776], [0.1569, -2.9729, 2.0465], [1.9614, -4.2029, 1.2889], [4.3030, -3.5045, 0.8233], [4.5210, -0.8221, 1.0524], [2.1284, 3.0349, 2.1828], [3.5227, 3.4969, 1.9586], [3.5464, 5.0180, 2.0489], [2.2195, 5.4186, 2.5121], [1.0193, 4.3442, 2.5477], [1.9402, 6.5549, 2.6878], [4.3664, 5.4209, 2.1132], [4.4041, 2.9735, 1.5302], [-0.3766, 1.8696, 2.8608], [-1.0026, -1.5170, 0.6361], [-3.1296, -2.7035, 1.2929], [-3.7796, -1.1570, 1.9849], [-4.4854, -1.0970, -0.1245], [-3.1905, 0.1988, -0.0978], [-3.0373, -1.0433, -2.3415], [-2.5896, -2.6345, -1.3456], [0.1438, 0.0886, -1.0567], [-1.5273, 0.7369, -1.2138], [-0.0007, 1.3944, -3.0485], [0.5518, -0.4074, -3.3975], [-1.8529, -0.5077, -3.9456], [-0.9885, 0.6245, -4.9897], [-3.2043, 1.4994, -4.4654], [-2.0517, 2.2882, -3.6608], [-3.1694, 1.2604, -2.7210]],
  "mulliken_charge": [-1.28, -1.14, -0.46, -0.96, 0.63, -1.39, 0.42, 0.31, 0.28, -0.68, -0.47, -0.72, 0.46, -0.07, -0.43, 0.63, -1.07, 0.66, -0.61, 1.65, -1.22, -0.43, -0.97, -0.64, 0.06, 0.55, 0.73, 0.12, 0.66, 0.10, -0.33, -0.97, -0.05, -0.09, 0.27, 0.62, 0.38, 0.23, -0.01, 0.25, 0.27, 0.33, 0.13, 0.25, 0.45, 0.36, 0.21, 0.32, 0.35, 0.73, 0.37, 0.40, 0.49, 0.32]
}



Entry 4:
{
  "formula": "C22H27N9Pd",
  "method": "wB97M-V/def2-TZVPD",
  "total_charge": 0,
  "energy_ha": -1475.2475,
  "orbital_gap_ev": 6.82,
  "largest_force_ha_per_bohr": 0.0063,
  "homo_energy_ev": -6.3,
  "relative_energy_kj_mol": 0.0,
  "elements": ["Pd", "C", "N", "C", "C", "N", "C", "C", "C", "C", "C", "C", "N", "C", "N", "C", "C", "C", "C", "C", "C", "N", "H", "H", "H", "H", "H", "H", "H", "H", "H", "H", "H", "H", "H", "H", "H", "C", "N", "C", "N", "C", "N", "C", "N", "C", "C", "H", "H", "H", "H", "H", "H", "H", "H", "H", "H", "H", "H"],
  "xyz": [[-0.2071, -0.3289, -0.5986], [1.9522, -0.7932, 1.4819], [1.8070, -0.1946, 0.1444], [2.4117, 1.1550, 0.0550], [1.5340, 2.2189, 0.6269], [1.7181, 2.7667, 1.7957], [0.5879, 3.5573, 1.9944], [0.2270, 4.3468, 3.0829], [-0.9990, 4.9798, 3.0428], [-1.8517, 4.8505, 1.9361], [-1.5013, 4.0867, 0.8389], [-0.2718, 3.4376, 0.8942], [0.3902, 2.6177, 0.0002], [1.0044, -0.2142, 2.4929], [-0.2919, -0.2463, 2.4258], [-0.7274, 0.4612, 3.5404], [-2.0216, 0.7889, 3.9399], [-2.1681, 1.5408, 5.0895], [-1.0565, 1.9544, 5.8408], [0.2322, 1.6283, 5.4626], [0.3710, 0.8836, 4.2983], [1.4765, 0.3980, 3.6259], [2.9786, -0.6673, 1.8504], [1.7515, -1.8604, 1.3874], [2.2962, -0.7869, -0.5193], [2.6119, 1.3453, -0.9988], [3.3548, 1.2007, 0.6109], [0.8799, 4.4352, 3.9404], [-1.3144, 5.5860, 3.8821], [-2.8026, 5.3673, 1.9389], [-2.1489, 4.0154, -0.0256], [-0.0613, 1.9822, -0.6635], [-2.8793, 0.4709, 3.3591], [-3.1596, 1.8194, 5.4218], [-1.2141, 2.5431, 6.7353], [1.0896, 1.9497, 6.0401], [2.4013, 0.7887, 3.6993], [-2.9530, -0.0551, 0.2388], [-2.2864, -0.3187, -1.0687], [-2.7193, 0.7409, -2.0089], [-4.1684, 0.7802, -2.1652], [-4.7689, 1.0104, -0.8478], [-4.4055, -0.0334, 0.1110], [-4.8450, -1.3238, -0.4234], [-4.2455, -1.6098, -1.7301], [-2.7947, -1.6152, -1.5818], [-4.6143, -0.5303, -2.6480], [-2.5983, 0.9063, 0.6109], [-2.6412, -0.8285, 0.9394], [-2.2501, 0.5550, -2.9754], [-2.3768, 1.7007, -1.6158], [-5.8547, 1.0375, -0.9556], [-4.4270, 1.9746, -0.4660], [-5.9317, -1.3157, -0.5266], [-4.5642, -2.1125, 0.2767], [-2.3240, -1.8074, -2.5462], [-2.4980, -2.3964, -0.8825], [-5.6999, -0.5160, -2.7616], [-4.1629, -0.7220, -3.6234]],
  "mulliken_charge": [-0.06, -1.10, -0.30, -1.18, 0.60, -0.66, 0.76, -0.65, -0.61, -0.58, -0.66, 0.54, -0.08, 0.25, -0.21, 0.64, -0.54, -0.71, -0.46, -1.10, 0.43, 0.01, 0.35, 0.36, 0.30, 0.46, 0.38, 0.45, 0.39, 0.41, 0.45, -0.01, 0.45, 0.42, 0.39, 0.45, 0.36, -0.38, 0.19, -0.36, 0.03, -0.74, 0.23, -0.67, 0.02, -0.64, -0.74, -0.03, 0.19, 0.26, 0.06, 0.35, 0.31, 0.35, 0.33, 0.33, 0.28, 0.33, 0.36]
}